Record 1
{
  "formula": "C3H6N2OS",
  "method": "ωB97M-V with the def2-TZVPD basis set",
  "elements": ["C", "C", "C", "N", "N", "O", "S", "H", "H", "H", "H", "H", "H"],
  "coordinates": [[-1.95846, -0.40886, 0.06914], [1.36117, -0.17454, -0.87002], [-0.69862, -0.39550, 0.80606], [1.49893, 0.88119, 0.09392], [0.24720, 1.23257, 0.67973], [-2.31548, 0.35262, -0.77906], [0.37094, -1.54250, -0.00954], [-2.76590, -1.32125, 0.37987], [0.86647, 0.12173, -1.72866], [2.26752, -0.72203, -1.20138], [-0.75816, -0.60881, 1.94821], [2.21658, 0.77544, 0.72064], [-0.33219, 1.80992, -0.10892]],
  "nbo_charge": [0.402, -0.307, -0.377, -0.437, -0.436, -0.528, 0.162, 0.105, 0.201, 0.226, 0.254, 0.366, 0.369],
  "gap_ev": 9.918,
  "multiplicity": 1,
  "lumo_energy_ev": 0.7,
  "homo_energy_ha": -0.3392,
  "total_energy_ha": -700.731105,
  "mol_weight_da": 118.16,
  "de_lowest_kcal_mol": 99.2
}

Record 2
{
  "formula": "C3H6N2OS",
  "method": "ωB97M-V with the def2-TZVPD basis set",
  "elements": ["C", "C", "C", "N", "N", "O", "S", "H", "H", "H", "H", "H", "H"],
  "coordinates": [[1.90498, -0.10944, 0.09002], [-0.89577, 1.21388, -0.91944], [-0.02084, -0.62179, 1.28396], [2.72751, 0.63231, -0.18751], [1.09633, -1.00206, 0.52314], [-1.58515, -1.30133, -0.91112], [-1.53145, -0.25155, 0.11853], [-1.53341, 2.08553, -0.71903], [-1.21619, 0.78970, -1.85206], [0.19759, 1.40651, -0.96040], [0.32572, 0.30330, 1.74199], [-0.29901, -1.41330, 1.89626], [0.82969, -1.73176, -0.10436]],
  "nbo_charge": [0.399, -0.813, -0.360, -0.369, -0.641, -0.981, 1.167, 0.232, 0.247, 0.252, 0.227, 0.218, 0.421],
  "gap_ev": 9.857,
  "multiplicity": 1,
  "lumo_energy_ev": 0.6,
  "homo_energy_ha": -0.3406,
  "total_energy_ha": -700.770131,
  "mol_weight_da": 118.16,
  "de_lowest_kcal_mol": 74.7
}

Record 3
{
  "formula": "C3H6N2OS",
  "method": "ωB97M-V with the def2-TZVPD basis set",
  "elements": ["H", "N", "C", "N", "S", "C", "C", "O", "H", "H", "H", "H", "H"],
  "coordinates": [[-3.13377, 0.23553, -0.54078], [-2.54653, -0.37772, -0.04932], [-1.45566, 0.19184, 0.14400], [-0.94075, 1.54160, -0.20081], [1.00484, 1.44208, 0.13086], [0.99538, -0.19277, 0.71400], [1.48944, -1.05710, -0.49851], [-0.43916, -0.46673, 0.97838], [-1.50520, 2.34819, 0.28570], [1.50896, -0.05266, 1.62629], [1.90805, -2.20917, -0.47304], [0.66933, -0.92513, -1.34295], [2.44507, -0.47796, -0.77381]],
  "nbo_charge": [0.354, -0.658, 0.675, -0.778, 0.352, -0.092, -0.653, -0.532, 0.414, 0.229, 0.236, 0.240, 0.214],
  "gap_ev": 8.856,
  "multiplicity": 1,
  "lumo_energy_ev": -0.2,
  "smiles": "[H]/N=C1\\NS[C@H](C)O1",
  "homo_energy_ha": -0.3314,
  "total_energy_ha": -700.736060,
  "mol_weight_da": 118.16,
  "de_lowest_kcal_mol": 96.1
}

Record 4
{
  "formula": "C3H6N2OS",
  "method": "ωB97M-V with the def2-TZVPD basis set",
  "elements": ["C", "C", "C", "N", "N", "O", "S", "H", "H", "H", "H", "H", "H"],
  "coordinates": [[0.21987, 1.03230, 0.13239], [1.55681, 1.62795, 0.37819], [-0.93988, -2.01060, -0.33060], [-0.61513, 1.53012, -0.66677], [-1.26083, -0.73836, 0.41020], [0.01857, -0.11521, 0.77009], [-2.07821, 0.44432, -0.56569], [1.83057, 1.58246, 1.48861], [1.57385, 2.52949, -0.11955], [2.37616, 1.02813, 0.01209], [0.05464, -1.77754, -0.86150], [-0.95760, -2.96785, 0.39805], [-1.77882, -2.16522, -1.04550]],
  "nbo_charge": [0.522, -0.679, -0.460, -0.656, -0.315, -0.365, 0.564, 0.239, 0.241, 0.237, 0.219, 0.224, 0.228],
  "gap_ev": [6.161, 8.704],
  "multiplicity": 3,
  "lumo_energy_ev": [0.9, -1.7],
  "homo_energy_ha": [-0.1943, -0.3838],
  "total_energy_ha": -700.629408,
  "mol_weight_da": 118.16,
  "de_lowest_kcal_mol": 49.1
}

Record 5
{
  "formula": "C3H6N2S",
  "method": "ωB97M-V with the def2-TZVPD basis set",
  "elements": ["C", "N", "N", "C", "C", "S", "H", "H", "H", "H", "H", "H"],
  "coordinates": [[-2.50314, -0.68009, 0.01503], [-1.29811, -1.01928, 0.07928], [-0.33792, -0.08561, -0.15813], [0.95691, -0.37966, -0.03250], [1.90071, 0.84965, 0.05944], [1.53298, -1.92634, -0.02909], [-2.89336, 0.33012, -0.13296], [-3.20960, -1.46729, 0.16393], [-0.65133, 0.90810, -0.25229], [2.32842, 0.95826, 1.07646], [1.39340, 1.76311, -0.19172], [2.78104, 0.74902, -0.59745]],
  "nbo_charge": [-0.114, -0.181, -0.436, 0.110, -0.668, -0.113, 0.148, 0.194, 0.366, 0.246, 0.199, 0.248],
  "gap_ev": 8.493,
  "multiplicity": 1,
  "lumo_energy_ev": 0.4,
  "smiles": "C=NNC(C)=S",
  "homo_energy_ha": -0.2964,
  "total_energy_ha": -625.549810,
  "mol_weight_da": 102.16,
  "de_lowest_kcal_mol": 45.3
}

Record 6
{
  "formula": "C3H6N2S",
  "method": "ωB97M-V with the def2-TZVPD basis set",
  "elements": ["N", "N", "C", "C", "C", "S", "H", "H", "H", "H", "H", "H"],
  "coordinates": [[-0.31898, -1.31259, 1.72461], [-1.36081, -0.63828, 1.06409], [-1.08972, -0.09053, -0.04937], [0.21445, -0.11246, -0.71526], [0.88589, 1.18718, -1.08849], [0.23399, 0.32500, -2.49874], [0.54403, -0.80254, 1.65892], [-0.58613, -1.55375, 2.65697], [-1.87063, 0.52778, -0.52651], [0.86893, -0.89484, -0.41918], [1.98956, 1.23396, -0.98861], [0.48943, 2.13107, -0.81844]],
  "nbo_charge": [-0.669, -0.222, 0.016, -0.370, -0.499, 0.147, 0.344, 0.373, 0.198, 0.236, 0.223, 0.223],
  "gap_ev": 9.798,
  "multiplicity": 1,
  "lumo_energy_ev": 0.9,
  "smiles": "N/N=C\\[C@@H]1CS1",
  "homo_energy_ha": -0.3288,
  "total_energy_ha": -625.539960,
  "mol_weight_da": 102.16,
  "de_lowest_kcal_mol": 51.5
}

Record 7
{
  "formula": "C3H6N2S",
  "method": "ωB97M-V with the def2-TZVPD basis set",
  "elements": ["H", "N", "C", "N", "C", "C", "S", "H", "H", "H", "H", "H"],
  "coordinates": [[-2.06231, 0.90494, -0.98439], [-1.11317, 1.04583, -0.61954], [-0.71233, -0.03841, -0.02751], [-1.45044, -1.20209, 0.05042], [0.60864, -0.11597, 0.50425], [1.63927, 0.91768, 0.16153], [1.96708, -0.75679, -0.53537], [-0.88141, -2.07138, 0.03380], [-2.30383, -1.19184, -0.49983], [0.67280, -0.45286, 1.53495], [2.35633, 1.28783, 0.91091], [1.27938, 1.67305, -0.52923]],
  "nbo_charge": [0.323, -0.688, 0.409, -0.820, -0.379, -0.446, 0.097, 0.395, 0.387, 0.241, 0.229, 0.252],
  "gap_ev": 9.712,
  "multiplicity": 1,
  "lumo_energy_ev": 0.7,
  "smiles": "[H]/N=C(\\N)[C@@H]1CS1",
  "homo_energy_ha": -0.3309,
  "total_energy_ha": -625.585293,
  "mol_weight_da": 102.16,
  "de_lowest_kcal_mol": 23.0
}

Record 8
{
  "formula": "C3H6N2S",
  "method": "ωB97M-V with the def2-TZVPD basis set",
  "elements": ["C", "C", "C", "N", "N", "S", "H", "H", "H", "H", "H", "H"],
  "coordinates": [[1.81502, -2.94447, -2.41809], [0.45930, -0.97090, -0.59128], [0.23876, 0.12744, 0.27543], [0.65013, -1.72701, -1.45391], [-1.14975, 0.49877, 0.54927], [1.38394, -4.32646, -2.80302], [2.33240, -2.05784, -2.49979], [0.96869, 0.95152, -0.03289], [0.79837, 0.03653, 1.27717], [-1.77613, 0.48544, -0.21640], [-1.15799, 1.48780, 0.82165], [-1.44059, 0.18066, 1.41276]],
  "nbo_charge": [-0.165, 0.412, -0.406, -0.254, -0.639, 0.714, 0.258, 0.338, 0.330, 0.473, 0.472, 0.465],
  "gap_ev": 10.311,
  "multiplicity": 1,
  "lumo_energy_ev": -9.2,
  "charge": 2,
  "homo_energy_ha": -0.7156,
  "total_energy_ha": -624.811124,
  "mol_weight_da": 102.16,
  "de_lowest_kcal_mol": 29.2
}

Record 9
{
  "formula": "C3H6N2S2",
  "method": "ωB97M-V with the def2-TZVPD basis set",
  "elements": ["C", "C", "C", "N", "N", "S", "S", "H", "H", "H", "H", "H", "H"],
  "coordinates": [[0.13503, -1.49035, 0.42383], [0.46533, 0.73986, -1.17736], [-0.01821, -0.80569, 1.69775], [-1.39474, -0.52683, -0.61871], [-0.88192, 0.51358, -1.02272], [0.58793, -2.77210, -0.39793], [0.96869, 2.23541, -1.90110], [1.12376, 0.04526, -0.89720], [-0.90964, -0.06123, 1.44545], [0.83327, -0.31830, 2.11339], [-0.59880, -1.50775, 2.44875], [-1.55043, 1.14227, -1.37392], [1.23973, 2.80586, -0.74022]],
  "nbo_charge": [-0.009, -0.423, -0.781, -0.299, -0.208, 0.215, -0.002, 0.195, 0.277, 0.261, 0.273, 0.397, 0.103],
  "gap_ev": 6.885,
  "multiplicity": 1,
  "lumo_energy_ev": -0.7,
  "homo_energy_ha": -0.2784,
  "total_energy_ha": -1023.574153,
  "mol_weight_da": 134.23,
  "de_lowest_kcal_mol": 143.6
}